1.
Formula: C41H46P2Pd
Source: the Open Molecules 2025 dataset
Level of theory: ωB97M-V with the def2-TZVPD basis set

Output
* LUMO (spin up / spin down): -5.81 / -8.77 eV
* highest occupied orbital energy (spin up / spin down): -12.72 / -12.95 eV
* charge: +2
* multiplicity: 5

Last column: Löwdin spin population.
Element x y z (Å)
Pd 1.4285 -0.9286 2.1218  1.22
C -3.0408 0.3162 4.8889  0.00
C -3.3273 0.2386 3.5835  0.00
C -3.2366 1.3688 2.5827  0.00
C -1.8034 1.7865 2.1603  0.00
C -1.0264 2.5136 3.2143  0.00
C -1.3699 2.7097 4.4884  0.00
C -2.7521 2.8480 5.0367  0.00
C -3.2924 1.5361 5.7003  0.00
C 2.9733 0.0054 2.9098  0.45
H -2.7145 -0.6003 5.4227  0.00
H -3.5508 -0.7501 3.1133  0.00
H -3.8227 2.2313 2.8997  0.00
H -3.7103 0.9839 1.6712  0.00
H -1.2580 0.8664 1.8872  0.00
H -1.8442 2.3767 1.2321  0.00
H -0.0382 2.8283 2.8654  0.00
H -0.5779 2.9471 5.2004  0.00
H -3.4672 3.2144 4.2846  0.00
H -2.7371 3.6241 5.8247  0.00
H -2.8386 1.4769 6.7075  0.00
H -4.3794 1.6423 5.8617  0.00
H 3.4631 -0.6350 3.6784  0.04
H 2.5962 0.9532 3.3382  0.03
H 3.7003 0.1480 2.0852  0.08
P -0.1100 -1.8714 -3.5113  0.28
P 1.5613 0.4504 -3.8604  0.32
C -0.9479 -0.4119 -4.1812  0.01
C -0.1735 0.6987 -4.2852  0.01
C -0.5442 -3.1120 -4.8222  0.04
C -1.6818 -2.9972 -5.6404  0.01
C -1.9114 -3.9033 -6.6898  0.00
C -1.0104 -4.9549 -6.9118  0.00
C 0.1274 -5.0786 -6.0993  0.00
C 0.3609 -4.1584 -5.0791  0.01
C -1.1154 -2.2373 -2.0364  0.05
C -0.7900 -1.5623 -0.8386  0.02
C -1.4648 -1.8724 0.3387  0.00
C -2.5058 -2.8203 0.3322  0.01
C -2.8630 -3.4420 -0.8720  0.00
C -2.1623 -3.1633 -2.0509  0.02
C 2.3103 0.8679 -5.5349  0.05
C 2.0980 -0.0217 -6.6099  0.02
C 2.7139 0.1956 -7.8457  0.00
C 3.5292 1.3209 -8.0343  0.02
C 3.6802 2.2499 -7.0002  0.00
C 3.0760 2.0219 -5.7597  0.02
C 1.9529 1.9535 -2.8666  0.05
C 3.1959 1.9823 -2.2045  0.01
C 3.5411 3.0817 -1.4266  0.00
C 2.6600 4.1619 -1.3082  0.01
C 1.4396 4.1458 -1.9856  0.00
C 1.0667 3.0334 -2.7444  0.02
H -1.9928 -0.4831 -4.4758  0.00
H -0.4858 1.6635 -4.6791  0.00
H -2.4064 -2.1966 -5.4902  0.00
H -2.7956 -3.7851 -7.3331  0.00
H -1.2038 -5.6729 -7.7177  0.00
H 0.8247 -5.8987 -6.2800  0.00
H 1.2542 -4.2434 -4.4712  0.00
H 0.0187 -0.8242 -0.8220  0.01
H -1.1799 -1.4031 1.2914  0.00
H -3.0210 -3.0742 1.2665  0.00
H -3.6952 -4.1496 -0.8930  0.00
H -2.4223 -3.6740 -2.9759  0.00
H 1.4463 -0.8897 -6.4803  0.00
H 2.5682 -0.5159 -8.6647  0.00
H 4.0406 1.4665 -8.9890  0.00
H 4.2793 3.1479 -7.1611  0.00
H 3.2083 2.7569 -4.9692  0.00
H 3.8755 1.1387 -2.3239  0.00
H 4.4989 3.0888 -0.9175  0.00
H 2.9260 5.0118 -0.6811  0.00
H 0.7619 4.9985 -1.9241  0.00
H 0.1000 3.0125 -3.2513  0.00
C 1.7290 -1.0854 7.8063  0.02
C 0.7357 -0.6050 6.7373  0.04
C -0.6034 -1.2289 7.1136  0.03
C 0.6216 0.9140 6.8953  0.00
C 1.1288 -0.9769 5.3182  0.42
C 1.5068 -0.8971 4.1171  0.63
H 1.3722 -0.7533 8.7978  0.00
H 2.7174 -0.6430 7.6389  0.00
H 1.7784 -2.1804 7.8123  0.00
H -0.8553 -0.9796 8.1551  0.00
H -1.4020 -0.8436 6.4758  0.00
H -0.5322 -2.3189 7.0144  0.00
H 1.5777 1.3807 6.6240  0.00
H -0.1809 1.3096 6.2640  0.00
H 0.3994 1.1745 7.9418  0.00



2.
Formula: C11H15NS
Source: the Open Molecules 2025 dataset
Level of theory: ωB97M-V with the def2-TZVPD basis set

Output
* LUMO: 0.80 eV
* highest occupied orbital energy: -8.07 eV
* SMILES string: Cc1c[nH]c2ccccc12.CSC
* multiplicity: 1

Last column: natural (NBO) charge in e.
Element x y z (Å)
C 0.0612 -1.4755 2.3584  -0.64
C -0.6828 -0.7177 1.3102  -0.07
C -1.6801 -1.1659 0.4724  -0.04
N -2.2528 -0.1064 -0.2693  -0.55
C -1.6414 1.0608 0.2083  0.13
C -1.9010 2.4178 -0.0179  -0.21
C -1.2112 3.3923 0.6522  -0.23
C -0.2304 3.0090 1.6051  -0.23
C -0.0570 1.6983 1.9401  -0.19
C -0.7706 0.7006 1.1925  -0.10
H -0.4337 -1.3350 3.3203  0.23
H 1.1094 -1.1864 2.2980  0.22
H -0.0265 -2.5587 2.2376  0.22
H -1.7843 -2.1690 0.0803  0.21
H -3.1827 -0.1780 -0.6191  0.41
H -2.6321 2.5757 -0.8076  0.21
H -1.3127 4.4170 0.3256  0.22
H 0.5211 3.6547 2.0492  0.22
H 0.6662 1.2688 2.6200  0.21
C 1.3611 -0.3692 -3.0882  -0.76
S 2.2468 -1.9095 -3.2577  0.14
C 2.5697 -2.6468 -1.5731  -0.71
H 2.0342 0.4370 -2.7921  0.21
H 0.8458 -0.1351 -4.0119  0.24
H 0.6729 -0.3414 -2.2408  0.22
H 2.6177 -3.7082 -1.7705  0.23
H 1.6319 -2.4292 -1.0645  0.22
H 3.4613 -2.2002 -1.1576  0.22



3.
Formula: C8H8O4
Source: the Open Molecules 2025 dataset
Level of theory: ωB97M-V with the def2-TZVPD basis set

Output
* LUMO: 0.50 eV
* highest occupied orbital energy: -8.69 eV
* SMILES string: CC(=O)c1c(O)cc(O)cc1O
* multiplicity: 1

Last column: natural (NBO) charge in e.
Element x y z (Å)
C -1.8834 -1.9883 -1.3305  -0.71
C -0.8393 -0.9353 -1.5718  0.60
O -0.5260 -0.6742 -2.7228  -0.61
C -0.2948 -0.2081 -0.4117  -0.36
C 0.6967 0.7553 -0.7128  0.43
O 1.0162 1.0966 -1.9735  -0.67
C 1.3129 1.4482 0.3208  -0.41
C 1.0682 1.0900 1.6455  0.38
O 1.5339 1.7712 2.7100  -0.65
C 0.1732 0.0443 1.9371  -0.40
C -0.5324 -0.5811 0.9410  0.39
O -1.4462 -1.4816 1.2175  -0.65
H -2.1464 -2.4326 -2.2995  0.23
H -2.7103 -1.5312 -0.7870  0.24
H -1.4707 -2.6923 -0.6182  0.24
H 0.4362 0.5392 -2.5946  0.51
H 2.0518 2.2093 -0.0752  0.23
H 2.1787 2.4764 2.4146  0.49
H 0.0933 -0.2773 3.0060  0.22
H -1.2620 -1.7370 2.1981  0.49



4.
Formula: C2H2BrF2NO
Source: the Open Molecules 2025 dataset
Level of theory: ωB97M-V with the def2-TZVPD basis set

Output
* LUMO: 0.53 eV
* highest occupied orbital energy: -10.57 eV
* SMILES string: NC(=O)C(F)(F)Br
* multiplicity: 1

Last column: natural (NBO) charge in e.
Element x y z (Å)
N 0.8536 0.9787 0.7742  -0.82
C 0.7066 -0.1218 -0.0384  0.64
O 1.5740 -0.9037 -0.2271  -0.55
C -0.9173 -0.4865 -0.5494  0.56
F -1.8423 0.4720 -0.6358  -0.33
F -0.8997 -0.9504 -1.7815  -0.31
Br -1.5820 -1.8882 0.6453  0.00
H 0.2307 1.6820 0.7461  0.39
H 1.8765 1.2179 1.0666  0.42



Total energy, record by record: -65294.0499; -23974.8512; -16615.5405; -81121.0045 eV